DFT (the ωB97M-V functional and the def2-TZVPD basis) results for a molecular structure, C30H41CrNO2P.

The geometry in XYZ format:
```
76
C30H41CrNO2P (the ωB97M-V functional and the def2-TZVPD basis)
H 3.103 0.130 0.841
C 0.284 2.001 -0.267
C 0.630 4.522 -1.561
H -1.573 0.766 -2.113
C 2.971 -1.188 -0.836
H -3.144 -1.239 1.174
H -1.568 -1.231 -0.759
O -1.194 0.918 -4.147
C -1.523 -3.305 -1.108
C 2.805 0.019 -0.189
H -1.154 -1.759 3.837
N 0.134 0.776 0.303
H 0.885 0.374 -4.537
H -1.098 -5.017 3.182
C -0.483 3.727 -1.836
C -0.591 -0.618 2.087
C 2.516 2.335 0.917
H 0.488 -3.237 2.930
H 1.401 5.668 -3.190
H 2.775 1.285 0.750
C -3.018 -2.093 0.502
C 0.868 -4.550 1.323
C -0.407 0.681 1.548
C 1.885 0.958 -2.187
H 3.437 2.911 0.778
H -3.251 -3.000 1.062
H 1.369 6.536 -1.635
H -2.036 -3.550 2.936
H 1.843 -4.112 1.075
H 2.176 2.052 -0.384
C -1.057 -0.771 3.406
H 1.468 1.796 -2.716
H 0.430 -4.934 0.396
C -1.328 -4.229 2.455
H -0.555 -3.315 -1.623
H -2.443 1.377 -0.671
O -0.557 0.420 -2.002
H -0.131 6.284 -2.526
C -1.879 1.662 -1.564
C -1.879 0.154 5.604
H -2.724 0.818 5.815
H -0.666 -1.879 -1.576
C 1.643 -0.366 -4.277
H 2.508 -0.185 -4.915
Cr 0.350 -0.742 -0.842
C -1.632 -2.130 -0.136
C 2.278 1.098 -0.872
H 3.403 -2.026 -0.314
H -1.523 2.489 4.235
H -0.674 2.786 1.974
C 2.592 -1.322 -2.156
C -1.270 1.607 3.656
H -3.786 -1.999 -0.275
C -0.668 2.484 -1.201
H -1.066 0.378 6.302
H -0.097 -0.697 -3.623
H 1.240 -1.351 -4.514
H -1.838 -4.714 1.618
P -0.195 -2.025 1.000
C -0.781 1.773 2.358
H 1.057 -5.409 1.978
C 1.440 2.792 -0.037
H -2.300 -3.237 -1.878
C 2.028 -0.255 -2.844
C 1.589 4.042 -0.668
H 2.737 -2.261 -2.666
H -1.221 4.068 -2.556
C -0.631 0.240 -3.247
H 2.474 4.635 -0.461
C -1.409 0.331 4.195
C 0.830 5.825 -2.269
H -1.648 -4.269 -0.607
H -2.218 -0.872 5.785
H -2.565 2.224 -2.208
C -0.047 -3.531 2.018
H 2.188 2.473 1.952
```

Properties
* max |F|: 13.12 eV/Å
* HOMO-LUMO gap (alpha / beta): 6.22 / 6.68 eV
* charge: 0
* <S²>: 3.960
* 2S+1: 4
* energy: -2758.1403 Ha
* HOMO level (alpha / beta): -6.349 / -6.415 eV

---

DFT (the ωB97M-V functional and the def2-TZVPD basis) results for a molecular structure, C30H41IN4NdO6P.

The geometry in XYZ format:
```
84
C30H41IN4NdO6P (the ωB97M-V functional and the def2-TZVPD basis)
H 6.624 20.139 9.164
N 11.716 15.564 6.855
H 11.527 12.228 12.223
H 10.684 6.620 7.524
C 7.862 17.481 5.660
H 14.713 14.305 13.740
H 14.024 17.770 5.795
H 9.410 11.685 13.438
C 9.629 18.750 6.907
C 16.032 13.858 9.136
H 11.817 7.667 9.813
H 16.046 13.722 7.027
H 12.266 14.386 11.489
H 17.428 12.882 7.832
C 14.806 13.928 11.633
C 7.298 19.353 8.858
H 6.290 18.977 6.998
H 13.711 15.393 6.300
O 11.494 8.429 6.775
O 14.242 12.303 13.342
H 7.515 20.237 6.921
H 9.586 8.033 7.577
H 9.709 15.806 7.220
C 12.573 13.874 10.599
H 14.690 8.531 9.729
C 10.732 17.739 6.722
P 11.371 9.698 7.852
C 9.774 7.186 5.589
C 13.429 10.535 6.069
H 7.124 12.303 9.911
H 14.127 11.373 6.230
H 5.741 16.834 5.736
H 9.537 8.122 5.067
H 14.032 6.965 9.317
H 8.874 6.587 5.736
C 13.023 10.315 4.621
O 9.993 19.947 7.178
H 10.465 6.655 4.916
C 7.294 19.229 7.336
C 13.970 7.810 10.058
O 12.654 9.428 8.865
C 14.230 13.674 12.993
C 9.220 12.636 9.700
H 7.446 18.263 4.948
H 13.150 13.908 13.028
H 7.273 11.632 12.257
H 12.388 9.009 10.906
H 13.781 10.678 3.963
H 8.687 17.010 5.117
C 9.417 11.937 12.408
N 8.333 18.238 6.831
C 6.754 16.451 6.025
O 13.935 13.542 8.073
H 14.130 7.412 11.047
C 12.575 8.468 9.963
H 16.872 13.992 12.325
C 8.092 12.275 10.379
C 14.616 13.779 9.175
C 16.186 13.971 11.462
O 12.144 10.868 6.899
H 6.797 16.266 7.107
C 10.621 16.357 6.948
H 8.326 19.533 9.225
H 13.830 9.649 6.595
N 11.610 13.369 9.808
H 12.082 10.858 4.441
H 15.074 11.953 13.772
C 10.465 12.779 10.377
C 10.549 12.275 11.701
H 6.968 18.389 9.295
C 12.002 18.263 6.364
H 17.403 14.713 7.714
H 12.855 9.265 4.384
C 10.325 7.503 6.938
C 13.086 17.418 6.203
Nd 11.736 13.196 7.521
I 8.692 13.123 7.441
C 12.909 16.083 6.481
H 12.084 19.331 6.245
H 6.970 15.543 5.474
N 16.742 13.876 10.277
C 13.996 13.909 10.446
C 16.776 13.801 7.833
C 8.190 11.942 11.745
```

Properties
* max |F|: 4.71 eV/Å
* HOMO-LUMO gap (alpha / beta): 6.52 / 6.55 eV
* charge: +2
* <S²>: 3.753
* 2S+1: 4
* energy: -3038.2355 Ha
* HOMO level (alpha / beta): -13.391 / -13.404 eV

---

DFT (the ωB97M-V functional and the def2-TZVPD basis) results for a molecular structure, C30H41InN3O6S2Si.

The geometry in XYZ format:
```
84
C30H41InN3O6S2Si (the ωB97M-V functional and the def2-TZVPD basis)
H -2.725 4.960 1.195
H -2.862 -2.024 -2.450
H -1.789 4.079 -1.704
H 3.728 -4.582 0.313
C 4.285 -2.517 0.139
H -3.932 0.507 4.741
O -1.049 -0.233 -0.287
S 2.351 1.480 -1.544
C -2.262 0.563 3.383
H -2.043 -1.187 4.617
C 3.346 -3.491 2.116
H 4.803 -0.434 0.278
H -0.297 3.616 2.292
C -2.071 -0.381 -1.311
O -1.026 2.296 0.028
H 3.294 0.334 3.502
C 4.150 0.141 2.856
C -0.471 -4.450 0.041
H 5.051 0.103 3.473
H -3.419 1.141 -0.550
C -1.645 0.424 -2.540
H 1.599 3.404 -5.872
C 3.792 -3.625 0.810
C 1.954 1.264 -3.247
H 0.837 3.860 0.957
C 1.567 -1.286 -3.246
C -0.702 -5.658 -0.650
H -2.342 -1.546 2.909
H -0.203 5.203 1.490
N 1.303 -3.917 -1.435
C -1.824 -0.878 3.593
C -0.151 4.124 1.337
H 4.240 0.972 2.158
H 2.920 -4.344 2.630
C 1.270 0.105 -5.253
C -1.459 1.507 4.281
C 3.973 -1.160 2.120
H 2.221 3.368 -3.487
S 0.970 0.549 1.737
H -1.802 2.538 4.158
H -1.142 5.491 -0.839
C 1.946 2.452 -3.994
H -2.446 0.456 -3.280
C -1.354 -4.157 1.097
H -0.779 -0.048 -3.009
O 2.340 -1.479 -2.207
H 0.959 1.287 -7.014
C 4.372 -1.289 0.789
H -3.702 -0.482 0.100
N -0.890 -6.648 -1.216
C -1.037 4.414 -0.988
Si -0.925 0.918 0.895
H -3.367 3.701 0.123
H -4.323 -0.008 3.088
C 0.539 -3.559 -0.377
H -1.153 -2.202 -2.014
H -1.572 1.222 5.328
H -0.405 1.451 4.016
O 0.836 -2.148 -3.718
N -2.139 -3.939 1.916
C -3.434 0.079 -0.797
In 1.514 -0.577 -0.392
C 3.432 -2.268 2.763
C -1.213 3.674 0.336
C -2.619 3.918 0.888
C 1.600 2.465 -5.330
H 4.614 -2.601 -0.889
C -2.128 -1.862 -1.659
H 1.785 -3.140 -1.879
H -4.098 1.712 3.446
H -0.753 -0.981 3.419
H -0.049 4.201 -1.399
H 1.006 -0.837 -5.717
C -3.751 0.704 3.684
H -2.804 3.267 1.740
H -2.414 -2.443 -0.782
O -2.110 0.970 2.009
H -4.189 -0.100 -1.562
O 0.792 -2.472 0.264
H 0.906 -4.590 -2.072
C 1.624 0.069 -3.904
H -1.373 1.437 -2.251
C 1.247 1.284 -5.971
H 3.076 -2.166 3.782
```

Properties
* max |F|: 0.59 eV/Å
* HOMO-LUMO gap: 7.69 eV
* charge: -1
* 2S+1: 1
* energy: -3059.8912 Ha
* HOMO level: -5.313 eV

---

DFT (the ωB97M-V functional and the def2-TZVPD basis) results for a molecular structure, C30H41N3O3P2Pb.

The geometry in XYZ format:
```
80
C30H41N3O3P2Pb (the ωB97M-V functional and the def2-TZVPD basis)
C -1.481 2.923 -4.209
H -2.563 0.177 1.723
H -3.390 -3.619 3.210
H -2.454 3.180 -3.790
H -1.959 -4.710 -3.831
C -1.251 0.136 -3.858
C 1.051 1.763 -3.641
N 1.395 3.326 -0.276
H -4.244 -0.305 2.432
H 2.086 -3.037 0.200
C -0.045 -3.424 3.829
C -0.347 -3.978 -0.924
C -1.127 -3.805 -2.069
H -1.680 0.318 -4.844
H -0.854 3.817 -4.258
C 4.108 4.927 -1.669
H 3.039 2.766 2.174
C -4.319 2.690 0.885
H -0.737 3.618 3.515
Pb -0.118 1.996 -0.225
H 0.793 -5.369 0.273
H 1.995 5.268 -1.002
H 2.985 0.985 2.088
H -1.622 2.506 -5.214
P -0.694 1.686 -3.157
O -2.823 2.384 2.809
H -1.603 -2.840 -2.266
H -1.758 -3.740 5.109
H 1.637 1.086 -3.009
H 4.279 5.995 -1.928
C -1.343 -4.877 -2.944
H 0.828 -0.427 3.259
H 6.078 4.163 -2.043
O 2.526 -0.504 0.381
C 1.465 -1.081 0.093
H -2.576 -3.219 0.887
H 0.914 4.262 3.264
H -3.728 2.348 -0.030
C 0.002 -6.297 -1.521
C -2.320 -3.510 3.024
P 0.764 1.939 2.516
O -1.861 -1.313 -0.718
C 0.413 -3.212 2.525
H 1.151 1.453 -4.692
H 2.894 1.809 3.730
C 4.844 2.530 -1.317
H 5.643 1.765 -1.333
H 0.349 0.674 4.591
H -0.943 -6.965 -3.363
H 0.581 3.150 4.639
C 2.623 1.865 2.654
C 0.337 3.387 3.599
H 0.681 -3.451 4.638
C -3.663 0.420 1.764
C -0.069 -2.817 0.036
N 1.297 -2.439 -0.046
H -2.004 -0.311 -3.208
C 0.248 0.471 3.514
H -0.964 0.943 -1.937
H -4.228 0.179 0.865
H 0.452 -7.259 -1.300
H -0.408 -0.554 -3.951
C 5.083 3.877 -1.688
C -3.618 1.922 1.997
H -0.794 0.211 3.305
N 0.229 -0.516 -0.154
C -0.717 -1.486 -0.310
C 3.580 2.195 -0.859
H -3.897 3.713 0.921
C -1.412 -3.580 4.088
H -5.510 2.811 0.750
H 1.484 -3.096 2.339
H 1.425 2.789 -3.528
C 0.209 -5.232 -0.640
H 3.316 1.238 -0.413
C 2.849 4.590 -1.230
C -0.500 -3.126 1.471
C 2.639 3.256 -0.752
C -1.870 -3.284 1.724
C -0.778 -6.128 -2.676
```

Properties
* max |F|: 3.61 eV/Å
* HOMO-LUMO gap (alpha / beta): 4.32 / 4.33 eV
* charge: 0
* 2S+1: 1
* energy: -2433.1185 Ha
* HOMO level (alpha / beta): -5.501 / -5.503 eV

---

DFT (the ωB97M-V functional and the def2-TZVPD basis) results for 3 unconnected molecules or ions with the total composition C30H42BBr2F16NO7P.

The geometry in XYZ format:
```
100
C30H42BBr2F16NO7P (the ωB97M-V functional and the def2-TZVPD basis)
Br 1.659 -1.059 3.340
H 3.974 2.957 -5.869
O 4.149 2.644 -2.172
F 2.027 6.010 -4.071
F -4.778 -3.700 8.612
C 2.373 4.935 -4.822
F -3.261 -2.982 4.197
H -5.098 -0.410 8.789
H 5.457 3.848 -5.841
H -6.326 0.130 0.184
O -3.019 -2.258 -0.359
C 2.785 5.073 -9.009
C -4.032 -3.576 5.152
H -0.748 -1.444 -2.463
C -4.277 -2.204 0.385
F -3.722 -1.468 9.753
C -0.105 -0.298 3.103
C -4.843 0.554 -1.349
H 6.242 2.895 -1.963
C -4.250 -3.424 1.339
O -3.344 -1.503 -2.717
H 4.231 -1.584 -2.571
H 6.183 -1.999 0.919
F -6.053 -2.987 4.130
O -6.156 -3.365 6.287
C -5.478 -2.545 8.603
H 3.434 2.655 0.671
H 2.395 -0.195 -3.026
F 2.422 3.168 -7.600
F 4.044 6.239 -5.888
F 2.438 6.014 -8.112
H -1.715 -1.442 4.077
C -6.486 -2.578 7.435
C -0.116 -1.214 -0.412
H -4.193 -4.620 4.878
H -6.259 1.864 -0.238
C 5.780 -3.012 0.752
H 5.295 4.390 -1.815
C 2.727 1.850 0.468
H 5.104 -3.319 1.560
O 5.169 0.528 -1.886
B 4.121 1.373 -1.613
H 2.971 -2.952 -0.147
H 3.523 5.502 -9.691
H 5.297 3.212 -0.488
F -3.333 -3.547 6.297
H -0.489 -0.756 5.135
F 1.675 4.749 -9.708
C 1.941 0.032 -0.918
H 5.702 -2.492 -1.320
H 2.986 -2.799 -2.490
H -3.446 -3.228 2.049
H -5.143 -2.226 -0.290
C 5.297 3.319 -1.590
H 0.480 -2.079 -0.734
C 3.833 5.064 -5.263
H 2.229 4.037 -4.214
H -3.999 -4.291 0.713
H -0.671 -1.543 0.471
H -5.320 -0.340 -1.757
H -4.229 -1.280 0.983
O -3.462 0.349 -0.940
H 5.380 0.023 -1.086
H -4.893 1.409 -2.034
F -6.215 -2.535 9.747
H 3.923 -1.392 0.099
C -1.023 -0.787 -1.626
C -0.363 0.423 2.005
C -5.366 -2.835 5.285
H 4.916 -4.078 -1.001
H -4.964 1.113 0.770
C 0.756 0.608 1.017
H 1.273 -1.393 -2.447
C -4.535 -1.341 8.680
C 1.655 1.602 1.315
F 1.520 4.897 -5.860
C 4.408 3.923 -6.128
C -1.085 -0.559 4.229
F 3.767 2.969 -9.276
C 3.332 -1.867 -2.012
C 3.714 -2.249 -0.558
H -7.373 -3.070 7.834
F -5.204 -1.509 5.455
F -3.734 -1.239 7.598
C -5.658 0.964 -0.068
C 5.058 -3.058 -0.625
O 4.461 4.112 -7.539
C 2.876 1.038 -0.667
H -5.244 -3.491 1.794
F 4.580 5.097 -4.120
H 6.660 -3.667 0.685
C 3.350 3.826 -8.322
C 2.162 -0.828 -2.154
H 1.537 2.206 2.213
H -1.644 0.365 4.416
Br -2.078 1.206 1.765
H -0.782 0.230 -1.969
H -6.820 -1.579 7.155
N 0.888 -0.157 -0.085
P -2.830 -1.050 -1.419
```

Properties
* max |F|: 2.36 eV/Å
* HOMO-LUMO gap: 8.55 eV
* charge: +1
* 2S+1: 1
* energy: -8861.7675 Ha
* HOMO level: -12.360 eV